[1]
This record from the Open Molecules 2025 dataset describes a structure of composition C25H22F4N4O2PdS. The level of theory is ωB97M-V/def2-TZVPD.

## Properties
HOMO energy (spin up / spin down)   -7.8 / -7.8 eV
ΔE to the lowest compared entry with this formula, charge and spin   4.1 kJ/mol
Orbital gap (spin up / spin down)   0.2590 / 0.2590 Eh

Last column: Mulliken charge in e.
Positions of all 59 atoms, in Å:
Pd1 -0.976 -0.067 -0.105  0.38
C1 -3.204 -2.297 -1.007  -1.29
N1 -2.562 -1.073 -1.475  0.99
C2 -1.994 -1.289 -2.805  -1.29
C3 -3.478 0.089 -1.476  -0.76
C4 -3.773 0.524 -0.049  -1.11
N2 -2.548 0.779 0.707  -0.72
C5 -2.055 2.063 0.870  0.42
C6 -1.122 2.255 1.903  0.34
F1 -0.822 1.246 2.734  -0.48
C7 -0.505 3.475 2.103  0.44
F2 0.369 3.595 3.114  -0.37
C8 -0.784 4.565 1.308  -0.58
C9 -1.705 4.397 0.292  0.25
F3 -1.992 5.424 -0.519  -0.33
C10 -2.315 3.183 0.064  0.56
F4 -3.143 3.074 -0.988  -0.37
H1 -4.071 -2.548 -1.634  0.28
H2 -3.530 -2.203 0.026  0.30
H3 -2.486 -3.115 -1.062  0.34
H4 -2.779 -1.531 -3.535  0.37
H5 -1.284 -2.113 -2.767  0.28
H6 -1.461 -0.397 -3.129  0.32
H7 -4.408 -0.137 -2.022  0.31
H8 -2.964 0.889 -2.010  0.55
H9 -4.307 -0.278 0.467  0.49
H10 -4.443 1.384 -0.041  0.47
H11 -0.298 5.515 1.471  0.49
O1 0.001 1.697 -1.540  -0.46
S1 1.250 0.926 -1.575  1.16
O2 2.069 1.027 -2.750  -0.72
N3 0.747 -0.543 -1.208  0.13
C11 1.626 -1.571 -0.859  -0.39
C12 2.882 -1.757 -1.381  -0.54
C13 3.670 -2.862 -0.989  -0.81
C14 3.207 -3.786 -0.099  -0.89
C15 1.917 -3.622 0.463  0.84
C16 1.367 -4.530 1.397  -0.66
C17 0.129 -4.300 1.921  -0.84
C18 -0.564 -3.137 1.522  -0.58
N4 -0.091 -2.281 0.653  0.31
C19 1.133 -2.510 0.101  0.52
C20 2.225 1.525 -0.222  0.78
C21 3.162 2.517 -0.475  -0.71
C22 3.861 3.072 0.586  -0.69
C23 3.631 2.633 1.883  -0.46
C24 2.702 1.632 2.126  -0.87
C25 1.997 1.073 1.071  -0.11
H12 3.268 -1.064 -2.116  0.59
H13 4.657 -2.974 -1.419  0.40
H14 3.803 -4.642 0.191  0.40
H15 1.944 -5.399 1.688  0.42
H16 -0.319 -4.974 2.637  0.39
H17 -1.534 -2.906 1.950  0.51
H18 3.339 2.848 -1.489  0.47
H19 4.590 3.850 0.399  0.41
H20 4.178 3.073 2.707  0.40
H21 2.520 1.289 3.136  0.43
H22 1.274 0.287 1.257  0.25



[2]
This record from the Open Molecules 2025 dataset describes a structure of composition C27H65Cl2O24P4Pb in a non-equilibrium geometry. The level of theory is ωB97M-V/def2-TZVPD.

## Properties
HOMO energy   -12.0 eV
Orbital gap   0.3171 Eh
Net charge   +1

Last column: Mulliken charge in e.
Positions of all 123 atoms, in Å:
Pb1 2.623 2.655 0.802  1.46
C1 -1.203 0.638 -0.132  0.48
C2 0.026 1.499 0.137  0.37
O1 0.715 2.039 -0.764  -0.77
O2 0.595 1.333 1.263  -0.59
H1 -1.101 -0.289 0.430  -0.22
H2 -1.170 0.385 -1.190  -0.18
H3 -2.128 1.078 0.234  0.16
C3 -1.775 4.151 1.668  1.52
Cl1 -1.925 5.303 3.014  -0.18
Cl2 -3.345 3.310 1.336  -0.22
H4 -1.562 4.681 0.746  -0.27
H5 -1.104 3.344 1.939  -0.87
C4 6.471 1.034 -3.286  -0.63
O3 5.498 2.027 -2.956  -0.30
P1 4.035 1.892 -2.375  0.71
O4 3.965 1.415 -0.959  -0.49
O5 3.359 3.317 -2.584  -0.17
C5 3.624 4.012 -3.795  -0.79
O6 3.322 0.908 -3.389  -0.19
C6 1.915 0.693 -3.408  -0.13
H6 5.996 0.066 -3.108  0.29
H7 7.364 1.081 -2.668  0.26
H8 6.747 1.130 -4.333  0.29
H9 3.800 3.365 -4.656  0.36
H10 4.338 4.827 -3.695  0.34
H11 2.765 4.560 -4.201  0.23
H12 1.640 0.556 -4.455  0.31
H13 1.310 1.573 -3.179  -0.17
H14 1.612 -0.179 -2.835  0.23
C7 4.207 1.089 5.814  -0.77
O7 2.881 1.572 5.474  -0.24
P2 2.218 1.043 4.129  -0.16
O8 2.945 1.467 2.930  -0.44
O9 2.018 -0.516 4.285  0.53
C8 1.453 -1.042 5.494  -0.60
O10 0.737 1.615 4.193  0.27
C9 0.370 2.862 4.762  -0.50
H15 4.150 0.360 6.619  0.26
H16 4.788 1.956 6.108  0.28
H17 4.671 0.604 4.956  0.36
H18 0.379 -1.204 5.434  -0.12
H19 1.589 -0.374 6.347  0.47
H20 1.992 -1.968 5.683  0.30
H21 1.110 3.651 4.597  0.34
H22 0.012 2.700 5.775  0.29
H23 -0.445 3.289 4.171  -0.09
C10 -0.516 -5.320 2.232  -1.14
O11 0.377 -4.204 2.329  0.49
P3 1.787 -4.392 1.576  0.62
O12 1.814 -4.903 0.206  -0.75
O13 2.505 -2.983 1.823  -0.25
C11 1.971 -1.813 1.185  -0.36
O14 2.566 -5.409 2.537  -0.41
C12 2.727 -5.140 3.928  -0.29
H24 -1.578 -5.059 2.211  0.38
H25 -0.209 -6.030 2.992  0.30
H26 -0.534 -5.731 1.214  0.41
H27 1.213 -1.350 1.810  -0.04
H28 1.592 -2.041 0.187  0.26
H29 2.809 -1.142 1.000  0.35
H30 2.328 -5.957 4.526  0.30
H31 2.178 -4.223 4.165  -0.14
H32 3.757 -4.947 4.223  0.29
C13 -2.092 -0.154 -4.453  -0.62
O15 -1.683 -0.043 -5.825  -0.33
P4 -0.937 -1.294 -6.450  0.73
O16 -1.595 -2.596 -6.318  -0.68
O17 -0.594 -0.801 -7.941  -0.31
C14 -1.546 -0.944 -8.976  -0.76
O18 0.513 -1.313 -5.711  0.13
C15 1.538 -2.196 -6.178  -0.81
H33 -1.800 0.745 -3.897  0.19
H34 -1.622 -1.002 -3.963  0.31
H35 -3.173 -0.089 -4.359  0.35
H36 -1.103 -1.484 -9.812  0.27
H37 -1.824 0.024 -9.404  0.29
H38 -2.498 -1.399 -8.702  0.33
H39 1.246 -2.691 -7.104  0.36
H40 1.725 -2.904 -5.371  0.28
H41 2.426 -1.595 -6.383  0.26
O19 -4.159 -1.358 -2.466  -0.56
C16 -3.967 -1.330 -1.288  0.85
O20 -3.000 -2.021 -0.634  -0.32
C17 -2.018 -2.676 -1.437  0.37
C18 -1.263 -3.760 -0.715  -0.90
C19 -4.845 -0.618 -0.307  -1.05
H42 -1.362 -1.942 -1.914  -0.37
H43 -2.541 -3.081 -2.311  0.65
H44 -1.127 -4.668 -1.302  0.38
H45 -1.848 -4.135 0.125  0.14
H46 -0.286 -3.334 -0.498  0.02
H47 -4.476 -0.869 0.687  0.21
H48 -5.862 -1.011 -0.345  0.40
H49 -4.939 0.447 -0.506  0.21
O21 -1.239 5.499 -0.954  -0.74
C20 -1.160 4.925 -2.004  0.64
O22 -2.232 4.456 -2.672  -0.26
C21 -3.514 4.934 -2.218  -0.13
C22 -4.543 3.960 -2.837  -0.98
C23 0.103 4.559 -2.720  -0.54
H50 -3.699 5.908 -2.674  0.28
H51 -3.550 4.987 -1.134  0.24
H52 -4.135 2.962 -2.677  0.13
H53 -4.605 4.076 -3.916  0.33
H54 -5.503 4.116 -2.353  0.37
H55 0.592 5.446 -3.116  0.40
H56 -0.109 3.850 -3.526  0.34
H57 0.796 3.918 -2.174  -0.10
O23 -2.906 -3.040 5.169  -0.60
C24 -2.236 -2.137 4.743  0.33
O24 -2.087 -0.953 5.343  -0.18
C25 -2.696 -0.774 6.622  -0.28
C26 -1.948 -1.397 7.788  -1.13
C27 -1.497 -2.189 3.432  0.20
H58 -3.737 -1.082 6.579  0.36
H59 -2.590 0.276 6.899  0.29
H60 -1.863 -2.486 7.761  0.32
H61 -2.430 -1.109 8.722  0.42
H62 -0.922 -1.022 7.849  0.22
H63 -0.431 -2.095 3.643  -0.21
H64 -1.642 -1.298 2.814  0.21
H65 -1.769 -3.059 2.856  -0.02